[1]
Below is C22H21N2O6Rh as an isolated structure at a distorted geometry, with properties calculated with ωB97M-V/def2-TZVPD.

Each line ends with the Mulliken spin population.
CARTESIAN COORDINATES (ANGSTROEM)
1 Rh 1.016 0.079 1.373  2.818
2 O -0.265 1.724 1.434  0.159
3 O -0.233 3.897 1.797  0.020
4 O 2.551 4.762 5.502  0.000
5 O -0.969 -0.852 0.999  0.179
6 O 1.110 5.099 3.851  0.001
7 O 0.108 0.079 -0.710  0.158
8 N 2.635 0.807 3.856  -0.016
9 N 1.736 1.099 2.897  0.014
10 C -3.449 0.135 -0.702  0.005
11 C 1.925 4.348 4.551  0.000
12 C 3.690 -0.791 -0.776  0.185
13 C 4.080 -1.198 -2.060  -0.075
14 C -3.604 0.926 0.632  0.004
15 C 1.405 2.398 3.011  -0.016
16 C 2.927 1.977 4.630  0.035
17 C 0.233 2.774 2.023  0.028
18 C 2.855 -1.595 -0.007  -0.109
19 C -0.962 -0.407 -0.206  -0.058
20 C -5.413 -0.606 -3.885  -0.001
21 C 2.604 -3.183 -1.790  -0.078
22 C 2.373 -2.883 -0.464  0.140
23 C -4.471 0.021 -1.613  -0.003
24 C -4.314 -0.726 -2.831  0.008
25 C -3.057 -1.244 -3.117  -0.005
26 C 3.457 -2.319 -2.575  0.194
27 C 2.677 -1.019 1.309  0.327
28 C 2.093 2.978 4.088  0.001
29 C -0.800 -2.015 -2.511  -0.001
30 C -2.178 -0.410 -1.074  0.003
31 C -2.007 -1.214 -2.224  0.007
32 H 3.611 -0.491 1.562  -0.008
33 H 0.513 4.654 3.195  0.004
34 H -6.366 -1.071 -3.595  0.000
35 H -0.909 -2.717 -3.360  -0.001
36 H 2.564 -1.759 2.091  0.067
37 H -2.847 -1.781 -4.059  0.000
38 H -4.539 1.439 0.770  0.000
39 H -5.165 -1.162 -4.807  0.000
40 H 3.999 0.164 -0.371  0.012
41 H -0.500 -2.664 -1.704  -0.001
42 H 1.982 -3.932 -2.300  -0.003
43 H 1.773 -3.414 0.234  0.003
44 H 0.074 -1.347 -2.762  0.002
45 H -5.444 0.473 -1.467  0.000
46 H -3.396 0.268 1.541  -0.001
47 H 4.904 -0.643 -2.611  -0.001
48 H -5.618 0.461 -4.142  0.001
49 H -2.778 1.665 0.629  -0.001
50 H 3.066 -0.139 3.828  -0.005
51 H 3.737 -2.612 -3.546  0.010
52 H 3.587 1.966 5.467  0.001

Calculated values
expectation value of S²: 6.04
total energy: -1522.2871 Ha
LUMO level (alpha / beta): -0.12 / -3.00 eV
HOMO level (alpha / beta): -7.09 / -8.57 eV
spin multiplicity: 5

=====

[2]
Below is the molecule C22H21NO5 at a distorted geometry, with properties calculated with ωB97M-V/def2-TZVPD.

Each line ends with the natural charge from an NBO analysis.
CARTESIAN COORDINATES (ANGSTROEM)
1 O -1.572 0.116 0.677  -0.529
2 O 2.153 3.059 0.434  -0.682
3 O 4.498 2.136 0.381  -0.596
4 O 2.873 -2.921 0.949  -0.554
5 O -1.733 -0.678 -2.258  -0.727
6 N 0.235 -2.129 1.120  -0.844
7 C 4.043 0.962 0.402  0.527
8 C 2.142 -0.662 0.709  -0.170
9 C -5.811 1.541 0.281  -0.189
10 C -2.496 0.973 0.089  -0.088
11 C -4.635 -0.645 0.274  -0.475
12 C -0.179 0.330 0.768  0.289
13 C 0.726 -0.773 0.920  0.225
14 C 5.616 -2.421 0.479  -0.122
15 C 6.488 0.231 0.171  -0.158
16 C 1.692 1.755 0.545  0.333
17 C 2.566 0.642 0.556  -0.153
18 C 5.100 -0.057 0.395  -0.081
19 C -5.644 0.301 0.891  -0.210
20 C 0.340 1.638 0.654  -0.302
21 C 3.196 -1.760 0.566  0.521
22 C -2.882 -1.178 -1.627  -0.034
23 C 4.576 -1.444 0.461  -0.136
24 C -5.181 2.082 -0.980  -0.452
25 C -4.299 1.037 -1.689  -0.425
26 C 6.974 -2.077 0.305  -0.205
27 C -3.577 0.042 -0.700  -0.005
28 C 7.400 -0.802 0.133  -0.194
29 H -5.233 -1.283 -0.407  0.215
30 H -5.035 0.482 -2.288  0.207
31 H -2.647 -1.983 -1.012  0.154
32 H -3.625 -1.541 -2.303  0.181
33 H 6.668 1.274 0.004  0.248
34 H -6.613 2.111 0.685  0.198
35 H -4.598 2.852 -0.447  0.214
36 H -2.056 1.545 -0.665  0.185
37 H -0.298 2.484 0.708  0.244
38 H -3.131 1.497 0.766  0.199
39 H -4.146 -1.293 1.040  0.225
40 H 0.975 -2.803 1.253  0.429
41 H -5.927 2.506 -1.745  0.230
42 H 8.523 -0.629 0.046  0.230
43 H -1.020 -0.426 -1.621  0.478
44 H -6.342 0.061 1.717  0.221
45 H 5.398 -3.474 0.658  0.234
46 H 3.124 2.982 0.144  0.509
47 H 7.649 -2.936 0.162  0.223
48 H -3.606 1.587 -2.309  0.221
49 H -0.668 -2.312 0.710  0.392

Calculated values
SMILES string: Nc1c(OC[C@@]2(CO)CC=CCC2)cc(O)c2c1C(=O)c1ccccc1C2=O
total energy: -1281.7925 Ha
energy above the lowest of the compared OMol25 structures with the same formula, charge and spin: 84.8 kcal per mole
LUMO level: -1.50 eV
HOMO level: -7.89 eV
spin multiplicity: 1

=====

[3]
Below is C22H22BIN10OTi as an isolated structure at a distorted geometry, with properties calculated with ωB97M-V/def2-TZVPD.

Each line ends with the Mulliken spin population.
CARTESIAN COORDINATES (ANGSTROEM)
1 I -4.909 2.911 -0.155  0.001
2 Ti -1.158 -0.397 -0.931  1.032
3 O -3.093 -0.418 -0.911  0.005
4 N -5.320 -0.495 -0.810  0.003
5 N 5.273 -4.820 -0.982  -0.001
6 N -0.946 -0.376 1.079  -0.042
7 N 0.879 -0.094 -1.258  -0.043
8 N -0.188 0.626 1.589  0.014
9 N 2.468 1.561 2.291  0.000
10 N 1.503 0.672 -0.316  0.009
11 N -0.294 2.403 -0.223  0.000
12 N -1.141 1.695 -1.024  -0.015
13 N 1.600 2.330 1.576  -0.001
14 C -0.349 3.695 -0.579  0.006
15 C 0.786 -3.317 -0.072  0.004
16 C 4.161 -4.536 -1.039  0.001
17 C 2.782 -4.155 -1.121  -0.004
18 C 3.066 -0.006 -1.730  0.002
19 C 2.121 -4.157 -2.351  0.001
20 C -1.183 -2.595 -1.444  -0.002
21 C -1.585 -0.943 2.117  0.010
22 C -1.724 2.568 -1.848  0.004
23 C -4.168 0.015 -0.419  0.001
24 C -1.248 -0.302 3.295  -0.002
25 C -4.159 1.065 0.643  0.006
26 C 0.133 -3.225 -1.311  -0.009
27 C -1.257 3.851 -1.609  0.000
28 C -0.357 0.694 2.908  0.006
29 C 1.718 3.634 1.950  0.000
30 C 2.813 0.736 -0.593  0.006
31 C 1.826 -0.500 -2.107  0.007
32 C 3.122 2.387 3.080  0.000
33 C 2.689 3.716 2.910  0.000
34 C 2.092 -3.755 0.024  0.002
35 C 0.821 -3.704 -2.437  -0.008
36 B 0.688 1.548 0.670  0.003
37 H -3.150 1.247 0.996  0.001
38 H 4.016 -0.183 -2.200  0.000
39 H 3.038 4.601 3.411  0.000
40 H 3.878 2.005 3.746  0.000
41 H 0.184 1.414 3.497  0.000
42 H 1.570 -1.143 -2.931  0.004
43 H 3.481 1.289 0.042  -0.001
44 H 0.257 4.441 -0.103  0.000
45 H 0.319 -3.708 -3.398  0.000
46 H -1.536 4.763 -2.103  0.000
47 H -6.194 -0.089 -0.519  0.000
48 H 2.587 -3.790 0.985  0.000
49 H -4.829 0.806 1.457  0.000
50 H -1.844 -2.780 -0.586  -0.005
51 H -5.330 -1.170 -1.561  0.000
52 H -1.576 -0.535 4.291  0.000
53 H -2.440 2.229 -2.582  0.001
54 H 0.264 -3.022 0.831  -0.002
55 H -2.232 -1.791 1.955  0.002
56 H 1.116 4.420 1.535  0.000
57 H -1.679 -2.799 -2.392  0.002
58 H 2.635 -4.517 -3.232  0.000

Calculated values
expectation value of S²: 0.75
total energy: -2646.3249 Ha
energy above the lowest of the compared OMol25 structures with the same formula, charge and spin: 7.2 kcal per mole
LUMO level (alpha / beta): -3.84 / -3.78 eV
HOMO level (alpha / beta): -10.07 / -10.09 eV
charge: +1
spin multiplicity: 2

=====

[4]
Below is a 2-piece molecular cluster, C22H22BN3O9 overall at a distorted geometry, with properties calculated with ωB97M-V/def2-TZVPD.

Each line ends with the natural charge from an NBO analysis.
CARTESIAN COORDINATES (ANGSTROEM)
1 O 2.471 -1.674 4.108  -0.576
2 O 0.120 0.424 9.860  -0.540
3 O -0.049 0.274 5.449  -0.633
4 O -1.849 -1.570 9.036  -0.543
5 O 1.438 -1.460 6.087  -0.633
6 O 0.803 0.223 7.731  -0.651
7 O 0.644 0.457 3.326  -0.583
8 O 1.910 3.349 -0.966  -0.541
9 O -0.792 -1.391 7.064  -0.655
10 N -1.663 -1.968 -5.178  -0.143
11 N -1.260 -3.132 -4.748  -0.128
12 N -1.358 -1.708 1.156  -0.350
13 C -0.667 2.867 -2.725  -0.397
14 C -2.064 -1.867 -7.751  -0.125
15 C 0.658 -3.057 0.554  -0.244
16 C -1.504 -1.652 -0.172  0.069
17 C -0.510 3.150 -1.187  -0.430
18 C -0.266 -2.445 1.424  0.094
19 C -1.838 -0.797 -4.540  0.069
20 C -1.076 -2.034 -2.630  0.047
21 C -1.961 -1.934 -6.555  0.096
22 C 0.708 -0.050 4.415  0.672
23 C 0.830 2.472 -0.712  -0.057
24 C -0.994 -1.091 8.347  0.668
25 C -1.695 0.494 -2.286  -0.495
26 C 3.140 2.670 -1.179  -0.060
27 C -1.807 1.844 -3.062  -0.402
28 C -0.699 -2.203 -1.189  -0.186
29 C 4.014 2.587 0.121  -0.638
30 C 1.652 -1.151 4.819  0.668
31 C 0.020 -0.064 8.771  0.667
32 C -1.527 -0.760 -3.144  0.126
33 C 0.471 -2.965 -0.840  -0.140
34 C -0.974 -3.206 -3.470  0.035
35 B 0.349 -0.588 6.587  1.143
36 H 0.719 2.190 0.359  0.200
37 H -0.069 -2.583 2.504  0.227
38 H 3.687 3.216 -1.980  0.181
39 H -2.641 0.372 -1.715  0.252
40 H -0.491 4.239 -0.990  0.237
41 H -0.660 -4.172 -3.049  0.252
42 H 3.031 1.624 -1.543  0.155
43 H -2.488 -1.981 -8.746  0.271
44 H 4.492 3.567 0.293  0.213
45 H 4.810 1.837 -0.075  0.206
46 H -0.993 3.829 -3.186  0.217
47 H -0.880 0.512 -1.533  0.265
48 H 1.108 -3.424 -1.605  0.227
49 H -1.386 2.739 -0.647  0.203
50 H -2.398 -1.097 -0.509  0.185
51 H -1.847 1.760 -4.165  0.191
52 H 1.498 -3.633 0.963  0.253
53 H -2.213 0.086 -5.072  0.268
54 H 0.276 2.585 -3.231  0.205
55 H -2.754 2.339 -2.754  0.222
56 H 3.436 2.221 0.988  0.229
57 H 0.932 1.558 -1.347  0.138

Calculated values
total energy: -1717.7956 Ha
LUMO level: -3.54 eV
HOMO level: -8.57 eV
spin multiplicity: 1

=====

[5]
Below is C22H22CdI2N3O2S as an isolated structure, with properties calculated with ωB97M-V/def2-TZVPD.

Each line ends with the natural charge from an NBO analysis.
CARTESIAN COORDINATES (ANGSTROEM)
1 I 0.932 6.628 2.024  0.170
2 I 1.925 2.743 -2.431  0.159
3 Cd -0.344 -0.360 0.199  1.705
4 S -1.858 -3.744 -2.798  0.501
5 O 1.449 -1.807 0.865  -0.806
6 O 1.504 0.770 0.021  -0.981
7 N -1.740 1.464 -0.113  -0.598
8 N -0.587 0.543 2.338  -0.709
9 N -0.916 -1.833 -1.377  -0.603
10 C 1.406 2.013 0.447  0.393
11 C 3.109 -3.520 1.366  -0.636
12 C 1.069 2.301 1.788  -0.163
13 C 0.977 3.613 2.234  -0.217
14 C -1.869 2.037 -1.313  0.061
15 C 1.577 3.110 -0.414  -0.252
16 C -2.131 3.384 -1.468  -0.243
17 C -1.879 -2.703 -1.448  -0.098
18 C 1.791 -1.399 -3.861  -0.204
19 C 0.720 1.172 2.709  -0.242
20 C 0.322 -3.212 -4.516  -0.203
21 C -2.114 3.572 0.917  -0.233
22 C 1.429 -2.426 -4.747  -0.182
23 C -1.849 2.214 0.988  0.226
24 C -1.706 1.504 2.319  -0.271
25 C 1.939 -3.111 0.504  -0.063
26 C 1.463 4.417 0.029  -0.242
27 C -0.059 -1.944 -2.476  0.066
28 C 1.171 4.670 1.361  -0.200
29 C -0.424 -2.956 -3.365  -0.225
30 C -2.253 4.164 -0.327  -0.118
31 C 1.060 -1.143 -2.723  -0.182
32 H -2.438 5.228 -0.404  0.240
33 H -1.596 2.251 3.110  0.213
34 H 2.832 -3.526 2.420  0.218
35 H -2.216 3.808 -2.458  0.243
36 H 2.204 -3.117 -0.557  0.176
37 H 1.344 -0.336 -2.054  0.250
38 H 3.445 -4.521 1.094  0.230
39 H 3.952 -2.839 1.232  0.214
40 H 2.659 -0.791 -4.080  0.234
41 H 0.653 1.543 3.735  0.202
42 H 2.026 -2.599 -5.631  0.234
43 H -0.793 -0.167 3.033  0.397
44 H -1.748 1.389 -2.172  0.210
45 H 1.468 0.379 2.673  0.227
46 H -2.654 -2.782 -0.700  0.238
47 H 1.593 5.235 -0.667  0.241
48 H 2.110 -1.124 0.660  0.516
49 H -2.626 0.949 2.518  0.229
50 H 0.041 -3.997 -5.204  0.238
51 H 1.092 -3.784 0.642  0.179
52 H 0.730 3.806 3.272  0.223
53 H -2.180 4.160 1.822  0.239

Calculated values
total energy: -2327.4705 Ha
energy above the lowest of the compared OMol25 structures with the same formula, charge and spin: 0.0 kcal per mole
LUMO level: -2.69 eV
HOMO level: -10.23 eV
charge: +1
spin multiplicity: 1